Density functional theory data (wB97M-V/def2-TZVPD) for a structure of composition C12H21BiCl2GdO3P.

Output
frontier orbital gap (spin up / spin down) = 5.1 / 4.8 eV
F_max = 0.159 Eh/bohr
LUMO energy (spin up / spin down) = -17.687 / -18.003 eV
expectation value of S² = 16.033
HOMO energy (spin up / spin down) = -22.809 / -22.821 eV
DFT total energy = -2935.6429 Eh
molecular weight = 681.41 g mol⁻¹

Structure (ORCA input):
```
! wB97M-V def2-TZVPD RIJCOSX def2/J DEFGRID3
* xyz 4 8
Bi -0.266 1.748 -4.151
Gd 0.248 -0.824 -2.113
Cl 2.289 0.469 -2.773
Cl -2.157 0.000 -2.458
C 0.057 0.663 -0.325
C 0.767 2.060 -6.195
C -1.520 3.491 -5.312
O 0.028 1.407 0.566
O 0.679 2.751 -7.124
O -1.559 4.171 -6.245
C -1.999 -3.073 1.395
C -0.834 -2.100 1.634
C -0.411 -2.000 3.099
P 0.554 -2.387 0.425
C 2.157 -1.581 0.956
C 2.842 -2.118 2.212
C 3.148 -1.703 -0.217
C 0.983 -4.198 0.558
C 0.952 -4.829 1.959
C 0.156 -5.034 -0.426
H -1.787 -4.089 1.754
H -2.281 -3.122 0.333
H -2.879 -2.715 1.951
H -1.196 -1.100 1.338
H -0.017 -2.942 3.504
H 0.326 -1.202 3.260
H -1.303 -1.749 3.693
H 1.883 -0.527 1.124
H 3.203 -3.145 2.066
H 3.719 -1.482 2.405
H 2.225 -2.067 3.113
H 2.744 -1.597 -1.239
H 3.902 -0.913 -0.093
H 3.665 -2.673 -0.189
H 2.031 -4.223 0.214
H -0.064 -4.930 2.365
H 1.357 -5.848 1.863
H 1.585 -4.314 2.690
H 0.239 -4.650 -1.449
H 0.540 -6.063 -0.417
H -0.908 -5.066 -0.159
*
```

Density functional theory data (wB97M-V/def2-TZVPD) for a structure of composition C12H21Li3N8O10.

Output
frontier orbital gap = 3.6 eV
F_max = 0.047 Eh/bohr
LUMO energy = -2.609 eV
HOMO energy = -6.198 eV
DFT total energy = -1683.2214 Eh
molecular weight = 458.17 g mol⁻¹

Structure (ORCA input):
```
! wB97M-V def2-TZVPD RIJCOSX def2/J DEFGRID3
* xyz 0 1
Li 3.933 2.065 1.658
Li 3.316 2.684 -1.782
Li 0.878 1.626 -2.913
C 0.259 3.376 0.122
C -0.630 4.035 0.999
C -1.227 5.377 0.626
O -2.159 5.839 1.276
C -0.848 5.992 -0.580
C 0.134 5.421 -1.415
C 0.586 3.963 -1.101
O 1.304 3.365 -1.967
O 0.523 5.829 -2.511
O -0.918 3.479 2.096
H 0.543 2.347 0.328
H -1.286 6.929 -0.885
C 1.787 -0.688 -0.286
C 2.504 0.504 -0.842
O 2.543 0.736 -2.079
O 3.016 1.368 -0.043
H 1.443 -0.538 0.730
H 2.542 -1.490 -0.318
H 1.057 -1.056 -1.004
C 0.099 0.203 3.356
O 0.585 -0.889 3.755
N -0.979 0.283 2.514
N 0.621 1.416 3.776
H -1.218 1.238 2.243
H -1.480 -0.549 2.293
H 0.223 2.271 3.382
H 1.438 1.206 4.321
C -1.233 -4.923 -2.761
O -1.807 -5.401 -3.734
N -0.786 -3.617 -2.694
N -0.988 -5.641 -1.619
H -0.111 -3.390 -1.987
H -0.847 -3.079 -3.536
H -0.616 -5.165 -0.800
H -1.220 -6.611 -1.603
C 0.818 -3.808 1.362
O 0.644 -4.383 0.275
N -0.200 -3.148 2.032
N 1.987 -3.890 2.091
H 0.083 -2.428 2.695
H -0.983 -3.022 1.409
H 2.119 -3.276 2.872
H 2.750 -4.392 1.681
C -1.846 -0.049 -1.763
O -0.835 -0.018 -2.517
N -2.008 0.884 -0.757
N -2.850 -0.980 -1.856
H -1.283 1.475 -0.386
H -2.883 1.062 -0.292
H -2.803 -1.733 -2.515
H -3.692 -0.808 -1.345
*
```

Density functional theory data (wB97M-V/def2-TZVPD) for a structure of composition C12H21N3O4RuSi.

Output
frontier orbital gap (spin up / spin down) = 8.7 / 7.9 eV
energy above the lowest of the compared OMol25 structures with the same formula, charge and spin = 0.0 kcal per mole
F_max = 0.055 Eh/bohr
LUMO energy (spin up / spin down) = -2.941 / -5.028 eV
expectation value of S² = 8.757
HOMO energy (spin up / spin down) = -11.690 / -12.963 eV
DFT total energy = -1319.1745 Eh
molecular weight = 400.47 g mol⁻¹

Structure (ORCA input):
```
! wB97M-V def2-TZVPD RIJCOSX def2/J DEFGRID3
* xyz 1 6
Ru 8.758 8.432 10.026
O 5.391 8.920 12.429
C 6.307 8.534 11.741
O 7.474 9.147 11.491
C 6.230 7.190 11.147
C 5.113 6.388 11.308
C 5.205 5.097 10.827
C 6.326 4.651 10.139
C 7.333 5.552 9.928
N 7.263 6.797 10.416
H 4.294 6.813 11.863
H 4.404 4.365 11.094
H 6.303 3.652 9.751
H 8.289 5.346 9.496
C 5.514 10.923 6.441
O 6.046 9.652 6.923
C 6.985 9.632 7.818
O 7.525 8.587 8.134
N 7.298 10.803 8.417
N 8.307 10.775 9.397
H 4.699 10.649 5.671
H 6.311 11.497 5.958
H 5.075 11.494 7.206
H 6.735 11.588 8.261
H 7.888 11.049 10.284
H 9.047 11.443 9.136
C 10.922 10.010 7.193
Si 11.230 8.364 8.029
C 13.068 8.070 7.854
C 10.165 6.972 7.357
C 10.819 8.408 9.848
H 10.045 10.088 6.513
H 11.785 10.275 6.581
H 10.876 10.735 8.003
H 13.370 7.592 6.906
H 13.416 7.511 8.700
H 13.597 8.971 7.976
H 10.549 6.718 6.336
H 9.120 7.228 7.292
H 10.201 6.004 7.883
H 11.129 9.298 10.465
H 11.107 7.471 10.327
*
```

Density functional theory data (wB97M-V/def2-TZVPD) for the molecule C12H21N5O3.

Output
frontier orbital gap = 9.1 eV
energy above the lowest of the compared OMol25 structures with the same formula, charge and spin = 43.0 kcal per mole
F_max = 0.074 Eh/bohr
LUMO energy = 0.102 eV
HOMO energy = -8.995 eV
SMILES = NCCCC[C@H](N)C(=O)N[C@@H](Cc1c[nH]cn1)C(=O)O
DFT total energy = -969.3585 Eh
molecular weight = 283.33 g mol⁻¹

Structure (ORCA input):
```
! wB97M-V def2-TZVPD RIJCOSX def2/J DEFGRID3
* xyz 0 1
C 0.127 -2.315 0.782
C 1.170 -1.995 -0.336
C -1.371 -2.310 0.361
C -1.941 -0.925 -0.009
C -3.398 -0.857 -0.461
C -3.944 0.554 -0.676
C 3.203 -0.679 -0.723
C 4.296 -0.107 0.174
C 2.407 0.501 -1.534
C 1.555 1.464 -0.692
C 1.005 2.710 -1.007
C 0.782 2.445 1.138
H -0.267 -1.803 2.786
H 0.214 -0.463 1.739
H 0.395 -3.292 1.106
H -2.034 -2.795 1.092
H -1.440 -2.929 -0.598
H -1.363 -0.516 -0.749
H -1.892 -0.260 0.877
H -4.057 -1.376 0.279
H -3.565 -1.297 -1.423
H -3.371 0.975 -1.488
H -4.940 0.459 -1.102
H -4.699 2.179 0.260
H -3.187 1.819 0.682
H 2.151 -1.013 1.066
H 3.606 -1.405 -1.429
H 3.050 1.077 -2.207
H 1.844 -0.065 -2.359
H 1.189 3.206 -1.989
H 0.450 2.715 2.145
H 0.027 4.094 0.198
H 3.145 1.153 1.089
N 0.248 -1.474 1.954
N -4.110 1.387 0.485
N 2.298 -1.400 0.112
N 1.315 1.305 0.729
N 0.615 3.317 0.160
O 1.018 -2.325 -1.502
O 5.386 -0.677 0.107
O 4.083 0.916 0.965
*
```

Density functional theory data (wB97M-V/def2-TZVPD) for a structure of composition C12H22AgIO3PS2.

Output
frontier orbital gap = 5.7 eV
F_max = 0.032 Eh/bohr
LUMO energy = -6.071 eV
HOMO energy = -11.742 eV
DFT total energy = -2278.2216 Eh
molecular weight = 544.18 g mol⁻¹

Structure (ORCA input):
```
! wB97M-V def2-TZVPD RIJCOSX def2/J DEFGRID3
* xyz 1 1
C -1.502 -3.377 -0.873
C -1.716 -2.336 -1.972
C -0.418 -1.976 -2.716
C -0.303 -0.502 -3.164
C 0.979 0.194 -2.680
C 1.193 0.093 -1.155
C 1.284 1.470 -0.473
C 2.093 1.485 0.838
C 1.352 1.156 2.142
S 2.427 1.572 3.566
O 0.250 2.062 2.126
C -0.853 1.850 2.953
O -0.764 1.422 4.062
C -2.122 2.209 2.232
C -2.416 1.130 1.213
O -1.987 1.158 0.091
I -3.516 -0.538 1.931
P 0.940 -0.707 2.211
S 0.854 -1.587 3.918
H -2.458 -3.720 -0.472
H -0.935 -2.932 -0.049
H -0.945 -4.242 -1.240
H -2.141 -1.438 -1.518
H -2.456 -2.700 -2.689
H 0.434 -2.246 -2.083
H -0.342 -2.606 -3.606
H -0.325 -0.464 -4.255
H -1.163 0.073 -2.807
H 0.927 1.247 -2.970
H 1.827 -0.244 -3.213
H 2.128 -0.436 -0.948
H 0.360 -0.462 -0.723
H 1.808 2.125 -1.181
H 0.290 1.898 -0.320
H 2.467 2.533 1.047
H 3.005 0.895 0.742
H 3.042 0.388 3.652
H -2.910 2.285 2.981
H -2.034 3.158 1.699
H 1.960 -1.190 1.380
H -0.210 -0.809 1.416
Ag 1.895 4.108 0.907
*
```

Question: Among the records above, which one has the lowest F_max?
Answer: C12H22AgIO3PS2